No. 1
Entry from OMol25: a molecular structure, C15H25N5O4 (ωB97M-V/def2-TZVPD).

Summary:
**E**: -1161.3427 hartree
**HOMO level**: -8.47 eV
**Frontier orbital gap**: 9.0 eV
**ΔE to the lowest compared entry with this formula, charge and spin**: 1.058 eV

Each line ends with the Löwdin charge.
Positions of all 49 atoms, in Å:
O -0.9512 -2.4470 -1.1038  0.058
O 0.9704 -3.5149 3.2410  0.088
O 0.0565 0.4011 1.5182  0.098
N 3.8186 4.0910 0.3377  0.097
O 1.1594 -5.0693 1.6097  0.125
C -1.1573 -1.7867 -0.0833  -0.431
C 1.0433 -3.7971 2.0421  -0.402
C 0.3619 -0.7903 1.4817  -0.382
C 4.8777 3.5123 0.7721  -0.646
N 5.7352 4.2866 1.4342  0.108
N 5.1510 2.1971 0.6922  0.034
N -2.1337 -0.8145 -0.1484  0.120
N -0.2370 -1.8696 0.9424  0.127
C 4.2584 1.2482 0.0809  -0.204
C -5.5838 0.7186 -2.1749  -0.198
C -5.6420 -0.7143 -1.6145  -0.198
C -4.1698 1.1325 -2.6381  -0.205
C -4.4800 -0.9708 -0.6523  -0.164
C -3.0967 0.8567 -1.6266  -0.168
C 3.4599 0.5134 1.1386  -0.186
C -3.1164 -0.6104 -1.2067  -0.315
C 2.7119 -0.6363 0.4918  -0.150
C 0.9967 -2.6414 0.9925  -0.086
C 1.7690 -1.3498 1.4664  -0.120
H 3.0873 3.5006 -0.0483  0.017
H 1.0957 -5.5984 2.4216  0.132
H 6.0714 3.8985 2.3003  0.095
H 5.4493 5.2613 1.4521  0.104
H 6.1116 1.9635 0.9211  0.143
H -2.0489 -0.1553 0.6204  0.135
H 4.8737 0.5056 -0.4168  0.122
H 3.5624 1.7111 -0.6226  0.119
H -6.2698 0.7987 -3.0108  0.101
H -5.8974 1.3814 -1.3476  0.116
H -5.6094 -1.4481 -2.4307  0.112
H -6.6203 -0.8520 -1.1586  0.104
H -4.1756 2.2136 -2.8899  0.114
H -3.9105 0.6193 -3.6128  0.131
H -4.6581 -0.3418 0.2376  0.124
H -4.4546 -2.0090 -0.3005  0.120
H -2.1466 1.1120 -1.9936  0.102
H -3.2616 1.4524 -0.7179  0.129
H 2.7527 1.1875 1.6239  0.123
H 4.1429 0.1280 1.8908  0.118
H -2.9021 -1.2766 -2.0815  0.168
H 2.0867 -0.2360 -0.3139  0.132
H 3.3791 -1.3305 0.0030  0.119
H 1.3419 -3.0377 0.0108  0.168
H 2.1981 -1.3934 2.4710  0.154


No. 2
Entry from OMol25: 2 unconnected molecules or ions with the total composition C15H25N5O5 (ωB97M-V/def2-TZVPD).

Summary:
**E**: -1236.6148 hartree
**SMILES**: [H]/N=C(\N)NCCC[C@H](N)C(=O)O.N[C@@H](Cc1ccc(O)cc1)C(=O)O
**HOMO level**: -8.51 eV
**Frontier orbital gap**: 8.8 eV
**ΔE to the lowest compared entry with this formula, charge and spin**: 0.000 eV

Each line ends with the Löwdin charge.
Positions of all 50 atoms, in Å:
C -2.6570 2.9525 0.9299  -0.311
C -2.8373 3.7354 -0.3765  -0.479
C -3.5502 1.7070 0.9680  -0.159
C -3.1016 0.6148 -0.0077  -0.194
C -3.9408 -0.6533 0.1562  -0.208
C -4.0565 -2.8822 -0.8757  -0.652
C 2.3800 -1.9973 0.0882  -0.276
C 2.1251 -2.1476 1.5992  -0.491
C 2.4149 -0.5179 -0.3561  -0.103
C 3.7978 0.0988 -0.3837  -0.232
C 4.4913 0.3945 0.7913  -0.025
C 4.4225 0.3752 -1.6025  -0.041
C 5.7664 0.9478 0.7481  -0.016
C 5.6950 0.9284 -1.6607  -0.016
C 6.3723 1.2165 -0.4784  -0.329
H -2.4272 4.6542 2.0489  0.081
H -3.9651 4.1855 1.9040  0.080
H -1.5991 2.6849 1.0427  0.152
H -4.5910 1.9801 0.7463  0.131
H -3.5402 1.2879 1.9820  0.124
H -2.0428 0.3789 0.1594  0.120
H -3.1904 0.9731 -1.0408  0.111
H -4.9976 -0.4303 -0.0324  0.129
H -3.8500 -1.0196 1.1844  0.115
H -3.3869 -1.2956 -1.7264  0.129
H -4.7643 -4.2934 -1.9084  0.029
H -3.5953 -3.3038 0.9873  0.098
H -4.4597 -4.5025 0.2136  0.101
H -2.2589 3.8827 -2.1292  0.139
H 1.7502 -3.0934 -1.5374  0.093
H 0.5303 -2.3641 -0.7314  0.096
H 3.3699 -2.4399 -0.0831  0.164
H 1.9954 -0.4689 -1.3677  0.111
H 1.7526 0.0647 0.2949  0.125
H 4.0241 0.1795 1.7492  0.105
H 3.9002 0.1614 -2.5331  0.110
H 6.2916 1.1714 1.6758  0.115
H 6.1760 1.1463 -2.6111  0.118
H 7.9650 1.9114 0.3088  0.106
H 1.3415 -3.7468 1.0785  0.094
N -3.0221 3.8235 2.0732  0.042
N -3.4796 -1.6652 -0.7829  0.012
N -4.3180 -3.3831 -2.0271  0.096
N -4.3020 -3.5056 0.2907  0.127
N 1.4146 -2.8534 -0.6108  0.036
O -3.5966 4.6762 -0.5547  0.088
O -2.0475 3.2952 -1.3742  0.101
O 2.4226 -1.3135 2.4189  0.099
O 7.6182 1.7587 -0.5803  0.048
O 1.5603 -3.3088 1.9326  0.106


No. 3
Entry from OMol25: a molecular structure, C15H26AlBCl3F7I2KMgN3O6S (ωB97M-V/def2-TZVPD).

Summary:
**E**: -5343.0366 hartree
**HOMO level**: -7.25 eV
**Frontier orbital gap**: 1.0 eV

Each line ends with the Löwdin charge.
Positions of all 67 atoms, in Å:
C -0.4511 0.8242 -3.7419  -0.187
C -1.8897 0.4886 -4.3824  -0.699
I -2.5764 -1.5071 -4.9037  0.901
C -2.7632 1.5789 -4.6314  -0.662
I -2.2445 3.6611 -4.1613  0.876
B -4.2390 1.3805 -5.3112  -0.474
N -5.5220 1.5021 -4.5159  0.030
C -5.8749 0.2915 -4.0352  -0.376
O -6.0912 -0.5869 -3.1552  -0.277
H 0.0953 1.4717 -4.5276  0.077
H -0.5920 1.4133 -2.7516  0.037
H 0.1604 -0.1084 -3.4977  0.066
H -4.2405 1.1729 -6.4886  0.070
N -2.8406 -4.6011 -3.0570  0.061
C -1.9610 -4.6292 -2.0019  -0.013
C -2.3205 -5.6673 -1.1663  -0.045
C -3.4434 -6.2876 -1.7358  -0.029
C -3.7432 -5.6040 -2.9137  -0.032
H -2.8183 -3.9377 -3.8187  0.006
H -1.1591 -3.9089 -1.9342  0.136
H -1.8231 -5.9416 -0.2487  0.114
H -3.9836 -7.1360 -1.3448  0.124
H -4.5215 -5.7568 -3.6454  0.142
C -0.4401 1.3235 2.9705  -0.031
C 0.4603 0.9850 1.7920  -0.295
C -0.3016 0.8341 0.4712  -0.189
O -0.9955 -0.4161 0.4513  -0.205
C -2.3758 -0.3205 0.7938  -0.100
N 1.1201 -0.3311 2.0742  0.217
H -1.0795 0.4854 3.2586  0.073
H 0.1609 1.5870 3.8458  0.092
H -1.0780 2.1775 2.7361  0.100
H 1.2516 1.7335 1.6997  0.153
H 0.4266 0.7888 -0.3452  0.131
H -0.9575 1.6842 0.2648  0.100
H -2.7979 0.6576 0.5536  0.084
H -2.5013 -0.5317 1.8595  0.068
H -2.9175 -1.0839 0.2326  0.082
H 1.4642 -0.4205 3.0344  0.175
H 1.8979 -0.5103 1.4281  0.157
H 0.4268 -1.0708 1.8957  0.155
F 4.3620 1.4428 4.1921  -0.229
Al 4.6217 1.9452 2.5107  0.008
F 4.0574 0.6535 1.4201  -0.246
F 6.3462 2.2436 2.2354  -0.210
F 3.7008 3.4246 2.1883  -0.241
Mg -7.2955 1.2037 -5.5482  0.686
C 9.4373 2.6417 2.8570  -0.170
C 9.2644 3.9884 3.5384  -0.173
O 9.4719 3.7293 4.9283  -0.189
S 10.5495 2.5287 5.0877  0.641
O 11.8399 3.1092 5.3248  -0.250
O 9.9854 1.5232 5.9362  -0.233
O 10.5082 1.9985 3.5566  -0.202
H 8.5401 2.0277 2.9665  0.115
H 9.6804 2.7424 1.7988  0.134
H 8.2759 4.4155 3.3686  0.129
H 10.0297 4.6989 3.2097  0.126
F -1.8599 1.8808 -1.5498  -0.653
F 5.9090 3.4809 4.4826  -0.258
C -7.8528 -2.2621 -0.2051  -1.416
Cl -8.5523 -3.7316 -0.8905  0.590
Cl -7.0892 -1.2841 -1.4738  0.691
Cl -9.0960 -1.3217 0.6488  0.457
H -7.0881 -2.5494 0.5149  0.040
F -5.3069 -4.7162 -1.2496  -0.417
K -9.3597 0.5025 -0.8950  0.658


No. 4
Entry from OMol25: a molecular structure, C15H26BaF5N4O3P2S (ωB97M-V/def2-TZVPD).

Summary:
**E**: -2637.7173 hartree
**HOMO level**: -1.55 eV
**Frontier orbital gap**: 3.7 eV
**ΔE to the lowest compared entry with this formula, charge and spin**: 1.580 eV
**Net charge**: -1

Each line ends with the Löwdin charge.
Positions of all 57 atoms, in Å:
Ba 0.1347 1.2971 -2.7626  1.388
C 4.3405 1.7167 -1.9914  -0.113
N 3.9060 1.1479 -0.6982  -0.279
C 3.8139 2.1804 0.3336  -0.109
P 2.7716 -0.0495 -0.7547  0.414
O 2.3264 -0.3621 -2.1339  -0.417
O 1.6245 0.4631 0.1960  -0.270
P 0.0949 0.4750 0.7344  0.435
O -0.5986 1.4357 -0.1331  -0.426
N 0.1781 0.9342 2.2984  -0.297
C 0.9291 0.1946 3.2906  -0.116
C -0.2391 2.2734 2.6908  -0.078
N -0.3149 -1.1078 0.7277  -0.273
C -1.4073 -1.5600 1.6080  -0.089
C -0.4582 -1.6482 -0.6315  -0.139
N 3.3122 -1.4105 0.0192  -0.291
C 4.0155 -2.3956 -0.7908  -0.107
C 3.8829 -1.2553 1.3452  -0.113
H 3.5670 2.3905 -2.3919  0.036
H 4.5174 0.9146 -2.7053  0.072
H 5.2821 2.2419 -1.8172  0.076
H 3.0861 2.9475 0.0470  0.090
H 4.7951 2.6439 0.4533  0.081
H 3.5234 1.7524 1.2929  0.061
H 1.1500 -0.8070 2.9248  0.075
H 0.3462 0.1044 4.2116  0.086
H 1.8711 0.7009 3.5329  0.082
H -0.8024 2.7282 1.8807  0.081
H 0.6271 2.9044 2.9153  0.086
H -0.8706 2.2139 3.5806  0.085
H -1.2750 -1.1646 2.6121  0.066
H -1.3598 -2.6492 1.6577  0.087
H -2.3795 -1.2629 1.2112  0.040
H 0.4161 -1.4258 -1.2363  0.032
H -1.3631 -1.2601 -1.1090  -0.022
H -0.5436 -2.7356 -0.5878  0.093
H 3.5490 -2.4615 -1.7702  0.074
H 3.9514 -3.3701 -0.3020  0.082
H 5.0761 -2.1428 -0.9171  0.085
H 3.3086 -0.5355 1.9239  0.048
H 4.9254 -0.9143 1.3049  0.087
H 3.8505 -2.2137 1.8679  0.086
C 1.2576 3.3571 -2.9918  -0.690
H 0.5931 3.7067 -2.1381  -0.231
H 1.8776 4.2509 -3.1949  -0.208
F -9.0739 -1.9012 -1.1308  0.087
C -7.7979 -1.4729 -1.1314  -0.162
C -7.3628 -0.5435 -2.0571  -0.159
F -8.2324 -0.0624 -2.9628  0.092
C -6.0498 -0.1125 -2.0525  -0.259
F -5.7077 0.7814 -2.9921  0.060
C -5.0932 -0.5577 -1.1308  -0.613
S -3.4576 0.0142 -1.0970  0.575
C -5.5819 -1.5102 -0.2258  -0.253
F -4.7606 -2.0450 0.6989  0.050
C -6.8875 -1.9595 -0.2126  -0.162
F -7.2834 -2.8739 0.6911  0.089


No. 5
Entry from OMol25: a molecular structure, C15H26BaN6O7 (ωB97M-V/def2-TZVPD).

Summary:
**E**: -1467.3177 hartree
**HOMO level (alpha / beta)**: -6.07 / -5.49 eV
**Frontier orbital gap (alpha / beta)**: 4.8 / 4.1 eV

Each line ends with the Löwdin charge.
Positions of all 55 atoms, in Å:
O -0.3065 -2.2633 -5.4293  -0.540
H -1.1030 -1.9208 -4.9717  -0.200
Ba -0.2752 -0.0854 -0.6916  2.219
N 1.3817 -1.4088 -1.7812  -0.367
N -1.2673 -2.2626 -0.3473  -0.435
N 0.2719 2.1502 -1.2133  -0.263
N -2.0799 1.0871 0.3720  -0.242
O 2.4777 -0.7953 -1.7475  -0.027
O 1.5058 2.3971 -1.9211  0.003
O -3.1270 0.4089 1.0191  -0.004
O -2.4243 -2.2595 0.1997  -0.170
C -0.5778 -2.9740 -1.1895  -0.319
C 0.7963 -2.5413 -1.8063  -0.259
C -0.3868 2.8666 -0.3418  -0.284
C -1.6412 2.3083 0.4755  -0.291
C 1.6860 -3.3836 -2.6459  -0.002
H 1.8103 -2.8313 -3.5951  0.102
H 1.2515 -4.3637 -2.7754  0.074
H 2.6393 -3.3730 -2.0886  0.105
C -1.1658 -4.3150 -1.3520  -0.030
H -2.1541 -4.1467 -1.8066  0.102
H -1.3013 -4.6694 -0.3160  0.094
H -0.5094 -4.9453 -1.9440  0.068
C 0.0335 4.2828 -0.1988  -0.007
C -2.3962 3.2512 1.3397  -0.010
H 0.6836 4.4581 -1.0708  0.096
H 0.6086 4.3456 0.7345  0.108
H -0.8793 4.8838 -0.2230  0.096
H -2.9655 2.6025 2.0199  0.095
H -3.0696 3.7897 0.6592  0.111
H -1.6754 3.8882 1.8556  0.090
H 1.5496 1.6169 -2.5316  0.081
H -2.9987 -0.5453 0.6852  0.078
C -2.0721 0.0656 -2.6345  -0.061
H -2.2023 -0.0907 -3.7051  0.013
H -1.9994 1.1212 -2.2866  -0.025
H -2.7433 -0.4998 -1.9565  0.003
O 1.6876 0.8337 -5.0373  -0.077
H 1.4196 -0.0046 -5.4633  0.036
H 0.9511 1.0363 -4.4365  0.005
N 1.8123 1.6732 5.9785  0.173
C 1.4291 1.8270 4.6741  -0.479
O 1.1765 2.9366 4.2059  0.046
C 1.3366 0.5856 3.8476  -0.096
C 1.6610 -0.7208 4.2622  0.010
C 1.4987 -1.7995 3.3959  -0.019
C 1.0059 -1.5619 2.1062  -0.107
N 0.7219 -0.3160 1.7264  -0.100
C 0.8599 0.7355 2.5382  -0.056
H 1.8643 2.5070 6.5371  0.113
H 2.0190 0.7990 6.4420  0.095
H 2.0343 -0.8934 5.2683  0.111
H 1.7296 -2.8202 3.6759  0.114
H 0.8431 -2.3694 1.3824  0.114
H 0.5754 1.7027 2.1071  0.115


No. 6
Entry from OMol25: a single C15H26ClNO2 molecule (ωB97M-V/def2-TZVPD).

Summary:
**E**: -1252.5810 hartree
**SMILES**: CCCCCCCCCCC(=O)O[C@H](CCl)CC#N
**HOMO level**: -10.51 eV
**Frontier orbital gap**: 11.1 eV
**ΔE to the lowest compared entry with this formula, charge and spin**: 0.000 eV

Each line ends with the Löwdin charge.
Positions of all 45 atoms, in Å:
N 2.0165 -8.0078 0.0787  0.143
O 3.7242 -2.9971 -0.2634  0.092
Cl -0.2996 -3.1214 -1.9711  0.605
C 1.5267 -7.1251 -0.5080  -0.195
O 1.7464 -4.1303 0.0666  0.013
C 2.6629 -3.1661 0.3453  -0.432
C -2.3918 6.9802 0.2243  -0.130
C 1.3521 -3.7611 -2.3515  -0.457
C 0.9159 -6.0024 -1.2610  -0.135
C 2.3980 -2.2922 1.5460  -0.117
C -2.0070 5.6720 0.9082  -0.278
C 1.9688 -0.8657 1.2842  -0.197
C -2.3659 4.4971 -0.0024  -0.245
C 0.5131 -0.7649 0.7898  -0.217
C -1.6614 3.2375 0.4843  -0.242
C 0.1630 0.7178 0.4919  -0.216
C -1.8585 2.0226 -0.4449  -0.221
C -1.3164 0.7040 0.1261  -0.241
C 1.7943 -4.7496 -1.2381  -0.367
H -1.9650 7.1107 -0.7541  0.060
H -3.4988 6.9954 0.0795  0.085
H -2.0957 7.8437 0.7838  0.055
H 2.0218 -2.8984 -2.3616  0.078
H 1.4009 -4.2023 -3.3371  0.083
H -0.0433 -5.8005 -0.7876  0.115
H 0.7050 -6.3136 -2.2874  0.131
H 1.6197 -2.7615 2.1291  0.116
H 3.2755 -2.3302 2.1918  0.129
H -2.5226 5.6082 1.8567  0.102
H -0.8977 5.6952 1.0768  0.119
H 2.6288 -0.3774 0.5352  0.128
H 2.0643 -0.3237 2.2445  0.122
H -3.4587 4.3998 -0.0531  0.118
H -2.0179 4.7328 -1.0251  0.118
H 0.3798 -1.3804 -0.1111  0.057
H -0.1399 -1.1587 1.5497  0.111
H -0.5903 3.4756 0.5195  0.106
H -1.9762 2.9630 1.5093  0.125
H 0.7597 1.1196 -0.3316  0.117
H 0.3472 1.3441 1.4061  0.125
H -1.4127 2.2713 -1.4608  0.131
H -2.9451 1.8904 -0.5977  0.109
H -1.8189 0.3716 1.0645  0.123
H -1.5254 -0.0489 -0.6562  0.107
H 2.8239 -5.0730 -1.4882  0.162